The following is a quantum chemistry calculation of a molecular structure, CH32F3O19SZr, from the OMol25 dataset.

Last column: Mulliken charge in e.
Geometry (Å):
O1 -1.81 3.73 -0.48  -0.46
C1 0.92 -1.01 -0.16  0.56
O2 -0.92 -4.71 0.37  -0.61
H1 -2.83 -4.36 -2.12  0.33
S1 -0.62 -0.03 -0.73  1.54
H2 -1.26 2.12 -4.32  0.34
H3 -1.27 -4.27 -0.43  0.35
O3 -0.19 1.45 2.76  -0.46
H4 1.44 -4.33 3.15  0.33
H5 -0.19 -1.01 -3.87  0.38
H6 3.97 1.40 3.38  0.29
O4 -0.72 2.68 -3.74  -0.59
H7 -4.24 2.02 -1.75  0.29
F1 1.35 -0.52 1.01  -0.21
H8 -1.99 4.67 -0.70  0.37
O5 2.66 -3.53 -1.80  -0.61
O6 1.70 2.38 1.22  -0.39
H9 4.33 0.05 -0.48  0.32
O7 0.34 -1.26 -4.64  -0.60
H10 -3.02 1.24 -2.25  0.28
H11 1.00 -0.56 -4.74  0.29
H12 -3.34 -0.48 0.29  0.50
F2 1.85 -0.93 -1.08  -0.16
H13 1.86 -3.16 -1.44  0.27
F3 0.51 -2.24 0.03  -0.03
H14 -0.57 0.56 2.84  0.26
H15 -2.84 1.11 0.96  0.37
H16 0.98 -3.38 2.05  0.26
O8 1.67 -3.50 2.71  -0.66
H17 2.92 0.29 3.45  0.32
H18 2.55 -3.44 -2.76  0.34
O9 -3.29 1.91 -1.61  -0.58
H19 1.70 -1.84 5.09  0.31
O10 0.73 3.50 -0.93  -0.41
Zr1 -0.42 3.10 1.07  1.15
H20 2.43 2.93 0.89  0.33
H21 2.12 1.75 1.87  0.32
H22 -4.83 -0.14 0.57  0.35
H23 -2.75 -2.86 -1.82  0.29
O11 -2.49 1.98 1.31  -0.57
O12 -0.51 1.28 -0.02  0.49
O13 3.26 1.00 2.87  -0.54
O14 -0.51 0.05 -2.15  -0.48
H24 4.62 0.36 0.99  0.31
O15 -1.74 -0.80 -0.26  -1.11
H25 1.85 -1.82 3.57  0.39
O16 -2.28 -3.58 -2.27  -0.62
H26 -0.18 2.05 -3.24  0.25
O17 4.60 0.77 0.12  -0.63
H27 0.08 1.69 3.67  0.31
H28 -3.29 2.52 1.45  0.35
O18 -3.93 0.09 0.83  -0.68
O19 1.88 -1.24 4.36  -0.70
H29 1.41 2.96 -1.39  0.28
H30 -2.18 3.20 -1.26  0.38
H31 0.59 4.28 -1.50  0.32
H32 -1.13 -4.11 1.09  0.29

## Properties
Kohn-Sham gap in eV: 3.21
HOMO in eV: -17.190
Net charge: +3
Molar mass in g/mol: 528.5

---

The following is a quantum chemistry calculation of a molecular structure, C35H36BCoN11O2S3, from the OMol25 dataset.

Last column: Mulliken charge in e.
Geometry (Å):
H1 0.52 -3.17 -3.11  0.52
C1 -6.30 0.89 -3.77  0.22
O1 -1.21 1.98 0.80  1.08
H2 3.30 1.10 2.44  0.28
H3 -4.38 -1.77 1.63  0.50
C2 -0.34 3.07 2.74  -0.44
C3 -4.98 4.13 1.59  -0.61
C4 3.01 1.49 0.33  1.23
C5 -2.57 3.59 1.79  -0.33
H4 -2.68 -2.00 -3.00  0.33
N1 -1.42 -1.99 0.28  0.65
H5 1.26 1.03 -2.57  0.25
C6 -0.56 -5.23 -0.21  -0.33
H6 -0.07 3.04 -1.17  0.33
C7 0.37 5.21 -1.41  -0.91
C8 2.06 -2.49 2.44  -0.45
H7 2.22 -4.21 -0.31  0.55
C9 -4.40 -0.76 -3.42  -1.14
H8 -5.38 3.49 3.61  0.39
H9 -2.44 1.74 -1.34  0.48
N2 -0.63 -4.05 -0.87  0.52
H10 4.48 2.69 -0.75  0.43
C10 -4.96 0.49 -3.21  0.90
H11 -2.42 -5.79 -2.81  0.42
H12 4.62 2.05 1.70  0.44
S1 -0.06 1.49 3.33  0.18
C11 2.04 -3.61 0.56  -0.28
H13 2.29 -2.04 3.40  0.44
C12 -4.26 1.41 -2.45  -1.03
C13 -1.29 -6.16 -0.90  -0.95
H14 2.96 3.53 -0.39  0.27
H15 0.78 5.23 -2.41  0.39
H16 3.31 -0.64 0.61  0.05
H17 0.08 5.07 3.43  0.44
N3 0.56 -0.49 -1.35  1.14
Co1 0.04 0.61 0.20  -1.90
H18 -5.95 4.45 1.24  0.44
C14 -0.09 4.03 -0.76  -0.21
C15 3.54 1.89 1.72  -1.61
H19 3.77 -3.84 1.91  0.41
H20 -1.43 -7.20 -0.65  0.43
H21 -4.69 2.38 -2.24  0.53
N4 -2.46 -0.13 -2.19  0.21
H22 -2.90 0.57 1.39  0.48
C16 0.76 3.44 4.75  -0.70
S2 -0.41 5.94 0.90  -0.14
C17 -0.53 4.26 0.51  -0.39
H23 -2.81 2.90 3.81  0.50
C18 2.81 -3.40 1.68  -1.11
H24 -0.01 -5.30 0.71  0.49
H25 1.22 4.02 5.54  0.38
C19 0.26 6.32 -0.63  -0.58
N5 0.92 -2.87 0.69  0.96
H26 -6.11 -0.40 -5.37  0.20
C20 0.71 2.08 4.73  -0.65
C21 -3.15 -1.03 -2.88  -0.24
C22 0.15 4.01 3.60  -1.02
H27 1.44 -0.97 -4.47  0.46
B1 -0.20 -2.67 -0.35  0.70
H28 0.53 7.34 -0.87  0.45
N6 0.33 -1.80 -1.53  0.90
N7 -1.49 -0.68 0.55  0.66
C23 1.10 -1.04 -3.45  -1.59
C24 -3.27 3.32 2.93  -0.54
C25 -2.66 -0.44 1.12  -0.44
C26 0.65 -2.16 -2.78  -0.39
C27 -2.56 -2.59 0.68  -0.22
N8 0.93 -2.17 1.84  -0.80
N9 -1.41 -4.18 -1.98  -0.99
H29 3.05 2.81 2.06  0.29
H30 3.02 2.32 -1.67  0.24
H31 4.74 0.21 -0.02  0.49
C28 -1.79 -5.44 -2.00  -0.40
O2 -6.95 1.80 -3.31  -0.62
C29 -4.66 3.63 2.81  -0.77
C30 -3.39 -1.63 1.22  -1.81
H32 1.11 1.39 5.46  0.45
C31 3.40 2.58 -0.68  -1.48
C32 -1.14 3.19 1.44  2.47
H33 -2.70 -3.65 0.53  0.44
C33 1.02 -0.02 -2.50  -0.62
C34 -3.01 1.06 -1.96  -0.36
H34 -4.92 -1.54 -3.96  0.43
S3 -3.61 4.23 0.58  -0.04
N10 -6.75 0.14 -4.82  -0.39
H35 -7.58 0.48 -5.28  0.24
C35 3.64 0.15 -0.07  -1.22
H36 3.36 -0.13 -1.08  0.25
N11 1.60 1.33 0.46  0.76

## Properties
Kohn-Sham gap (spin up / spin down) in eV: 6.97 / 7.01
HOMO (spin up / spin down) in eV: -4.500 / -4.540
Multiplicity: 3
Net charge: -1
Molar mass in g/mol: 808.7

---

The following is a quantum chemistry calculation of a molecular structure, C10H6AuCl2IN2S4, from the OMol25 dataset.

Last column: Mulliken charge in e.
Geometry (Å):
H1 -5.27 0.34 -0.56  0.40
H2 -5.92 -1.76 3.11  0.41
N1 -0.07 1.86 1.10  0.07
C1 -0.34 3.95 1.76  -0.50
S1 1.20 0.52 -1.88  -0.22
C2 -0.65 3.00 0.79  -0.52
C3 -5.76 -0.70 1.25  -0.41
C4 2.66 0.08 -1.11  0.22
C5 -5.26 -1.35 2.36  -0.64
Cl1 -2.51 0.30 -0.80  -0.19
Cl2 -3.29 -2.28 3.93  -0.21
H3 0.95 3.67 3.57  0.47
C6 0.48 3.31 2.68  -0.12
H4 -1.24 3.09 -0.10  0.45
Au1 -0.05 -0.34 0.03  0.47
S2 -1.29 -1.33 1.84  -0.35
C7 -3.52 -0.34 0.46  0.93
S3 2.47 -0.66 0.42  -0.19
N2 0.61 2.05 2.23  0.04
S4 4.14 0.34 -1.81  -0.21
C8 -3.89 -1.49 2.53  0.19
C9 -4.89 -0.18 0.31  -0.74
C10 -2.98 -1.01 1.57  -0.02
H5 1.15 1.29 2.62  0.18
H6 -6.82 -0.60 1.11  0.36
I1 -1.00 5.93 1.83  0.12

## Properties
Kohn-Sham gap in eV: 5.38
HOMO in eV: -8.237
Molar mass in g/mol: 677.2

---

Question: Look up the molar mass of the third one.
Answer: 677.2 g/mol

---

Question: Among the records above, which one has the highest molar mass?
Answer: C35H36BCoN11O2S3